Density functional theory data (ωB97M-V/def2-TZVPD) for a structure of composition C7H15F9NbPtS2.

Each line ends with the Löwdin charge.
Element x y z (Å)
F1 2.1211 1.6755 -0.7407  0.0801
C1 2.3454 1.0952 0.4319  -0.5108
F2 2.9637 2.0522 1.1535  0.1450
C2 1.0559 0.7965 1.1748  -0.1587
C3 0.0666 1.9795 1.0747  -0.2627
Nb1 -1.5519 1.4889 -0.4957  1.3356
C4 -2.8246 0.2720 0.9108  -0.3360
C5 -2.8284 -1.2392 0.6081  -0.3318
C6 -2.8597 -1.6034 -0.8886  -0.5919
S1 -4.2715 -0.8922 -1.8028  0.7508
C7 3.4031 -0.0600 0.3636  -0.4958
F3 4.4103 0.3953 -0.3460  0.1618
F4 3.8642 -0.2608 1.5580  0.1941
S2 2.9261 -1.7579 -0.3524  0.8175
F5 2.1029 -2.1184 0.9250  -0.0975
F6 4.2445 -2.3329 0.2804  -0.0971
F7 3.8174 -1.5032 -1.7439  -0.2440
F8 1.6098 -1.2365 -1.1655  -0.2722
F9 2.6110 -3.1825 -0.9028  -0.0855
H1 1.2391 0.6078 2.2366  0.1501
H2 0.5429 -0.1077 0.7909  0.0788
H3 -0.3667 2.2025 2.0519  0.0695
H4 0.5956 2.8662 0.7236  0.0451
H5 -0.5432 0.0708 -1.0848  -0.0356
H6 -2.7184 1.3867 -1.8948  -0.0415
H7 -2.4353 2.9866 0.1023  -0.0392
H8 -0.4816 2.5493 -1.5500  -0.0362
H9 -2.4126 0.4270 1.9216  0.0644
H10 -3.8330 0.7008 0.9389  0.0485
H11 -3.7555 -1.6437 1.0423  0.1180
H12 -2.0229 -1.7801 1.1135  0.1072
H13 -3.0237 -2.6832 -0.9503  0.0772
H14 -1.9100 -1.4210 -1.4115  0.0168
H15 -4.5674 0.2752 -1.1919  -0.1596
Pt1 2.4872 -0.0051 -2.8809  0.5355

## Properties
Net charge: +1
Calculated total energy (a.u.): -2146.2251